{"formula": "C72H183N9O24", "method": "ωB97M-V/def2-TZVPD", "homo_lumo_gap_ev": 8.5, "de_lowest_kj_mol": 0.00, "energy_ev": -140167.8165, "lumo_energy_ev": 0.335, "max_force_ev_per_a": 3.709, "spin_multiplicity": 1, "elements": ["C", "O", "C", "C", "N", "C", "C", "O", "C", "H", "H", "H", "H", "H", "H", "H", "H", "H", "H", "H", "H", "H", "H", "H", "C", "O", "C", "C", "N", "C", "C", "O", "C", "H", "H", "H", "H", "H", "H", "H", "H", "H", "H", "H", "H", "H", "H", "H", "C", "O", "C", "C", "N", "C", "C", "O", "C", "H", "H", "H", "H", "H", "H", "H", "H", "H", "H", "H", "H", "H", "H", "H", "C", "O", "C", "C", "N", "C", "C", "O", "C", "H", "H", "H", "H", "H", "H", "H", "H", "H", "H", "H", "H", "H", "H", "H", "C", "O", "C", "C", "N", "C", "C", "O", "C", "H", "H", "H", "H", "H", "H", "H", "H", "H", "H", "H", "H", "H", "H", "H", "C", "O", "C", "C", "N", "C", "C", "O", "C", "H", "H", "H", "H", "H", "H", "H", "H", "H", "H", "H", "H", "H", "H", "H", "C", "O", "C", "C", "N", "C", "C", "O", "C", "H", "H", "H", "H", "H", "H", "H", "H", "H", "H", "H", "H", "H", "H", "H", "C", "O", "C", "C", "N", "C", "C", "O", "C", "H", "H", "H", "H", "H", "H", "H", "H", "H", "H", "H", "H", "H", "H", "H", "C", "O", "C", "C", "N", "C", "C", "O", "C", "H", "H", "H", "H", "H", "H", "H", "H", "H", "H", "H", "H", "H", "H", "H", "C", "C", "C", "O", "H", "H", "H", "H", "H", "H", "H", "H", "C", "C", "C", "O", "H", "H", "H", "H", "H", "H", "H", "H", "C", "C", "C", "O", "H", "H", "H", "H", "H", "H", "H", "H", "C", "C", "C", "O", "H", "H", "H", "H", "H", "H", "H", "H", "C", "C", "C", "O", "H", "H", "H", "H", "H", "H", "H", "H", "C", "C", "C", "O", "H", "H", "H", "H", "H", "H", "H", "H"], "xyz": [[-1.49868, -0.49714, 4.01794], [-2.19354, 0.68709, 3.56270], [-3.64333, 0.67118, 3.80616], [-4.35144, -0.45500, 3.05422], [-5.79283, -0.42998, 3.40980], [-6.45135, -1.42404, 2.57944], [-7.91318, -1.73072, 2.92716], [-8.77181, -0.62959, 2.45144], [-10.16500, -0.90080, 2.70292], [-0.43759, -0.30828, 3.85510], [-1.81004, -1.33785, 3.39797], [-1.68275, -0.62314, 5.08487], [-3.94606, 1.67047, 3.49328], [-3.84632, 0.64840, 4.87684], [-3.87417, -1.40078, 3.31073], [-4.32693, -0.20836, 1.99276], [-6.20332, 0.46244, 3.17490], [-5.91335, -2.36185, 2.71789], [-6.37366, -1.07518, 1.54970], [-8.00529, -1.92046, 3.99657], [-8.16307, -2.66239, 2.41959], [-10.39348, -1.91143, 2.36449], [-10.83662, -0.23239, 2.16418], [-10.39679, -0.79458, 3.76268], [-3.93532, 1.37492, -3.63394], [-2.70441, 0.62768, -3.92459], [-2.29906, 0.88911, -5.28557], [-1.16104, -0.13101, -5.58911], [-1.62704, -1.50313, -5.35840], [-0.52067, -2.41603, -5.29467], [-1.05390, -3.86350, -5.15783], [-1.53827, -4.15942, -3.85318], [-1.94241, -5.48169, -3.77158], [-3.85035, 2.41941, -3.93379], [-4.09152, 1.47869, -2.56018], [-4.84512, 0.93252, -4.03969], [-1.79660, 1.85487, -5.33969], [-3.15509, 0.77954, -5.95139], [-0.40650, 0.09084, -4.83443], [-0.90877, 0.01543, -6.63936], [-2.04436, -1.47167, -4.43919], [0.12813, -2.23254, -4.43822], [0.04472, -2.31766, -6.22136], [-0.22790, -4.50336, -5.46830], [-1.85090, -3.98967, -5.89063], [-2.54051, -5.67050, -2.88011], [-1.13284, -6.20814, -3.70104], [-2.53155, -5.77929, -4.63902], [-6.32561, -0.14893, -1.33981], [-7.03047, 0.51796, -0.30375], [-6.31927, 1.63927, 0.23248], [-7.19995, 2.43451, 1.18984], [-7.45807, 1.78296, 2.43408], [-8.43759, 2.39570, 3.34473], [-8.46292, 1.68473, 4.73119], [-9.53130, 2.18638, 5.51874], [-9.64207, 1.58471, 6.81163], [-6.86242, -1.07932, -1.52499], [-5.29241, -0.41462, -1.11621], [-6.34507, 0.45785, -2.24510], [-5.99671, 2.37545, -0.50380], [-5.35740, 1.31106, 0.62640], [-8.18557, 2.64602, 0.77522], [-6.67852, 3.37675, 1.35830], [-7.96737, 0.94417, 2.19502], [-9.43737, 2.37248, 2.91113], [-8.13783, 3.44223, 3.39953], [-7.49325, 1.89775, 5.18113], [-8.63707, 0.62021, 4.57446], [-8.70854, 1.81377, 7.32557], [-9.80206, 0.50725, 6.77172], [-10.42772, 2.00652, 7.43848], [7.09732, 0.99806, 1.86023], [6.57021, 0.02804, 2.79008], [5.17300, 0.26304, 2.90475], [4.56536, -0.42202, 4.12642], [3.14622, -0.73294, 3.95355], [2.56697, -1.39192, 5.12831], [2.19634, -0.37000, 6.19381], [1.18393, 0.48414, 5.69881], [0.96910, 1.58673, 6.54238], [8.11081, 0.77066, 1.52975], [7.08256, 2.00187, 2.28481], [6.40641, 1.07096, 1.02033], [4.72172, -0.14556, 2.00061], [4.85275, 1.30401, 2.94866], [4.72265, 0.21849, 4.99424], [5.10719, -1.35137, 4.30198], [2.57032, 0.00500, 3.57422], [3.21160, -2.14095, 5.58820], [1.66581, -1.97130, 4.92751], [3.09975, 0.08809, 6.59641], [1.75712, -0.93462, 7.01624], [0.16502, 2.19050, 6.12165], [1.77748, 2.27758, 6.78186], [0.53261, 1.29190, 7.49667], [4.41578, 3.10159, -1.39507], [5.29658, 4.13945, -1.63571], [5.48004, 4.94225, -0.48066], [6.42983, 6.07814, -0.79394], [7.01671, 6.67531, 0.43281], [7.88638, 7.80866, 0.16735], [8.59387, 8.17949, 1.47864], [9.85312, 7.46896, 1.54530], [10.50727, 7.62838, 2.77582], [4.80124, 2.49450, -0.57595], [4.36306, 2.45332, -2.26975], [3.41474, 3.37410, -1.06077], [5.77122, 4.36140, 0.39451], [4.49945, 5.36575, -0.26342], [5.91369, 6.75581, -1.47400], [7.20218, 5.54118, -1.34462], [7.49105, 5.93406, 0.92846], [7.15446, 8.58751, -0.04663], [8.71960, 7.65842, -0.51913], [7.95484, 7.97251, 2.33707], [8.84333, 9.24053, 1.47019], [10.02771, 7.08255, 3.58835], [10.60021, 8.66491, 3.09995], [11.49026, 7.15815, 2.80236], [5.52983, -3.89632, 2.54110], [6.49372, -4.37993, 1.57897], [7.25289, -3.31408, 1.08807], [8.37863, -3.90345, 0.21628], [9.33797, -2.86987, -0.28857], [10.33458, -3.45475, -1.17488], [11.16743, -4.54340, -0.50124], [12.21610, -4.97203, -1.40123], [12.99196, -6.01970, -0.90074], [4.65237, -3.46329, 2.06085], [5.92929, -3.10329, 3.17327], [5.18482, -4.76175, 3.10689], [7.78506, -2.69969, 1.81429], [6.59452, -2.67160, 0.50336], [7.88207, -4.35225, -0.64402], [8.87956, -4.65896, 0.82156], [8.75531, -2.21643, -0.79219], [10.90616, -2.60887, -1.55683], [9.92834, -3.86074, -2.10130], [10.54570, -5.35979, -0.13374], [11.66697, -4.14707, 0.38277], [13.84176, -6.19075, -1.56156], [12.36539, -6.90844, -0.82562], [13.42605, -5.90666, 0.09269], [0.76649, -4.93600, 1.36097], [1.15665, -5.50638, 0.15450], [0.75417, -4.89211, -1.11507], [1.49826, -5.64212, -2.25749], [2.95605, -5.34065, -2.32452], [3.65937, -5.79776, -1.13594], [5.17175, -5.95507, -1.34356], [5.35056, -7.00955, -2.24715], [6.74156, -7.10418, -2.70343], [1.40329, -5.35173, 2.14185], [-0.26607, -5.23347, 1.54381], [0.84336, -3.85231, 1.27259], [1.02281, -3.83847, -1.03909], [-0.31597, -5.02478, -1.27414], [1.01337, -5.37739, -3.19712], [1.35651, -6.69337, -2.00676], [3.43628, -5.84262, -3.05766], [3.23289, -6.72219, -0.74652], [3.60411, -5.10227, -0.29848], [5.69381, -6.17885, -0.41326], [5.59544, -4.98805, -1.61458], [7.45830, -7.31625, -1.91008], [7.01588, -6.11699, -3.07530], [6.90869, -7.75286, -3.56331], [-8.99611, 6.00122, 0.45902], [-7.98688, 5.57482, 1.32493], [-7.64637, 6.56638, 2.28121], [-6.51335, 5.97820, 3.06226], [-5.47761, 5.57811, 2.17734], [-4.44817, 4.88733, 2.94767], [-3.32300, 4.28628, 2.06608], [-3.90218, 3.37879, 1.14672], [-2.92384, 2.88422, 0.21298], [-9.14974, 5.24482, -0.31062], [-8.56976, 6.80241, -0.14467], [-9.93089, 6.36407, 0.88634], [-8.47315, 6.68499, 2.98154], [-7.33727, 7.49023, 1.79229], [-6.90832, 5.13109, 3.62309], [-6.11809, 6.66864, 3.80735], [-5.78199, 5.01668, 1.39489], [-4.89818, 4.11723, 3.57420], [-4.02093, 5.60366, 3.64940], [-2.61757, 3.75735, 2.70693], [-2.87587, 5.14577, 1.56663], [-2.30638, 3.65188, -0.25345], [-3.41282, 2.17353, -0.45329], [-2.23522, 2.24528, 0.76586], [-0.16865, 3.20208, -2.59288], [0.94912, 3.92257, -3.04858], [1.72803, 3.17273, -4.02066], [2.99703, 3.86841, -4.53871], [2.80222, 4.65451, -5.72777], [4.04215, 5.11867, -6.32884], [3.83794, 6.21252, -7.40615], [5.08227, 6.80096, -7.72077], [4.98101, 7.92265, -8.58783], [0.02912, 2.20599, -2.19693], [-0.76632, 3.04516, -3.49081], [-0.78124, 3.75787, -1.88301], [1.08938, 2.89249, -4.85833], [2.04898, 2.21922, -3.60124], [3.78565, 3.13323, -4.69905], [3.31537, 4.55897, -3.75777], [2.15242, 5.42760, -5.71421], [4.68838, 4.31370, -6.67886], [4.70501, 5.49073, -5.54763], [3.13671, 6.96183, -7.03887], [3.44606, 5.80200, -8.33674], [4.39938, 8.65701, -8.03058], [4.56689, 7.79120, -9.58750], [5.93938, 8.36285, -8.86327], [-2.87468, -4.94630, 4.11147], [-4.31666, -4.86305, 4.51279], [-4.67319, -3.79586, 5.56530], [-5.14409, -4.54265, 3.43466], [-2.72702, -5.79595, 3.44483], [-2.29544, -5.10145, 5.02169], [-2.53899, -4.04004, 3.60740], [-4.62482, -5.81778, 4.93898], [-4.05012, -3.92056, 6.45092], [-5.73430, -3.68480, 5.78849], [-4.35927, -2.78928, 5.28901], [-6.06537, -4.73662, 3.62232], [3.25819, -2.12107, -0.14422], [2.71574, -1.68613, -1.44983], [3.17364, -0.26302, -1.86703], [3.17918, -2.53265, -2.50156], [4.29800, -2.37753, -0.34698], [2.75859, -2.95757, 0.34442], [3.27034, -1.29701, 0.56914], [1.62682, -1.72659, -1.42317], [3.09995, 0.40999, -1.01280], [2.49850, 0.11838, -2.63305], [4.18523, -0.14239, -2.25466], [2.83017, -3.41331, -2.34593], [-4.69623, -4.26123, -1.32032], [-4.59501, -4.72069, 0.12629], [-3.38032, -5.55794, 0.33449], [-4.51522, -3.50152, 0.83749], [-4.70321, -5.11806, -1.99403], [-3.81632, -3.69230, -1.62061], [-5.58435, -3.65838, -1.50988], [-5.51449, -5.25447, 0.36657], [-2.94726, -5.42017, 1.32523], [-2.58423, -5.39197, -0.39131], [-3.66294, -6.60972, 0.28995], [-4.57120, -3.63117, 1.78704], [0.57076, 2.40660, 2.83132], [1.16864, 2.84584, 1.49480], [0.71262, 4.24835, 1.09476], [2.55079, 2.85796, 1.67776], [0.65104, 3.18247, 3.59269], [1.05986, 1.49552, 3.17604], [-0.51406, 2.36328, 2.73432], [1.09995, 2.10003, 0.70287], [0.90017, 4.43513, 0.03739], [1.21722, 5.04116, 1.64696], [-0.36666, 4.19221, 1.23661], [2.72521, 3.61928, 2.23594], [-4.93787, -2.86476, -5.66992], [-4.39526, -2.79265, -6.98442], [-5.48691, -2.82500, -8.06045], [-3.59855, -1.61471, -7.24067], [-5.56634, -3.74347, -5.52503], [-5.54434, -2.00477, -5.38583], [-4.12158, -3.08576, -4.98221], [-3.77914, -3.68293, -7.11058], [-6.19487, -3.62606, -7.84785], [-5.06044, -3.01176, -9.04603], [-6.07797, -1.91713, -8.18094], [-2.88695, -1.61572, -6.59630], [-2.03857, -0.93721, -1.19291], [-1.30396, -1.61040, 0.00324], [-0.14931, -0.78018, 0.59821], [-2.20047, -1.90513, 1.00739], [-2.55548, -1.71110, -1.76035], [-1.29022, -0.50544, -1.85748], [-2.71347, -0.12423, -0.92512], [-0.85890, -2.55350, -0.31389], [0.52831, -0.41062, -0.17144], [0.49505, -1.39590, 1.22573], [-0.48876, 0.12303, 1.10524], [-2.98618, -2.35214, 0.68419]], "mulliken_charge": [0.67, 0.24, -1.20, 1.88, -0.04, 1.90, -1.32, -0.32, -1.03, -0.82, -0.30, 0.49, -0.84, 0.39, -0.29, -0.42, 0.41, -0.95, -0.27, 0.35, 0.54, 0.35, 0.31, 0.33, -0.14, 0.04, -0.87, -0.98, 0.35, -0.71, -0.64, 0.29, -0.83, 0.41, -0.56, 0.30, 0.36, 0.60, 0.47, 0.37, -0.29, 0.05, 0.61, 0.52, -0.11, 0.07, 0.32, 0.37, -0.64, -0.49, 0.94, 0.48, 0.59, -0.80, -0.17, -0.41, -0.73, 0.35, 0.09, 0.38, 0.72, -1.00, 0.55, -1.49, 0.20, 0.38, -0.28, 0.35, 0.09, 0.30, 0.25, 0.28, -0.73, -0.48, 0.27, -0.81, 0.53, -1.06, -0.69, 0.04, -0.98, 0.39, 0.35, 0.12, -0.12, 0.36, 0.13, 0.36, -0.33, 0.53, 0.26, 0.43, 0.43, 0.18, 0.36, 0.39, -0.14, -0.43, -0.28, -0.83, -0.23, -0.53, -0.71, -0.33, -0.75, 0.16, 0.16, 0.23, 0.19, 0.22, 0.34, 0.30, 0.25, 0.39, 0.31, 0.38, 0.47, 0.30, 0.30, 0.27, -0.46, -0.36, -0.28, -0.71, -0.36, -0.47, -0.40, -0.34, -0.73, -0.03, 0.31, 0.38, 0.42, -0.02, 0.50, 0.21, 0.29, 0.37, 0.29, 0.27, 0.31, 0.27, 0.30, 0.29, -0.20, -0.48, 2.94, -1.54, -0.38, 0.22, -1.00, -0.42, -0.79, 0.37, 0.05, -0.12, -1.21, -0.68, 0.42, 0.62, 0.33, 0.40, -0.15, 0.55, 0.28, 0.29, 0.30, 0.31, -0.98, -0.12, -0.91, -0.17, -0.36, -0.95, -0.20, -0.37, 0.69, 0.26, 0.36, 0.33, 0.42, 0.49, 0.09, 0.46, 0.32, 0.21, 0.51, -0.08, 0.61, 0.39, -0.72, -0.24, -0.23, -0.50, 0.66, -1.05, -0.30, -0.67, -0.42, -0.30, -0.74, 0.26, 0.26, 0.06, 0.49, -0.58, 0.40, 0.52, 0.30, 0.26, 0.27, 0.36, 0.33, 0.31, 0.29, 0.27, -1.17, 0.63, -1.26, -0.47, 0.29, 0.56, 0.01, 0.27, 0.45, 0.34, 0.15, 0.23, -0.36, 2.69, -1.95, -0.90, 0.29, -0.50, -0.17, -0.80, 0.12, 0.13, 0.62, 0.37, -1.03, 0.60, 0.00, 0.18, 0.46, -0.26, 0.37, 0.35, -0.60, -0.58, 0.62, -0.54, 1.03, 1.37, -0.74, -0.44, 0.57, -1.42, -0.39, -0.65, 0.20, 0.43, -0.19, 0.34, -0.94, 1.02, -1.71, -0.64, 0.44, 0.30, -0.05, -0.03, 0.39, 0.40, 0.39, 0.54, -0.45, 2.28, 0.22, 0.28, -0.08, 0.38, -0.41, -0.74, -0.29, 0.05, -0.41, -0.63]}